A structure of composition C55H42Cl2KN5O4S, computed with ωB97M-V with the def2-TZVPD basis set.

The value obtained for the total energy is -125565.43314 eV. The gap between HOMO and LUMO is 0.1845 Ha. As for the net charge: -2. As for the energy relative to the best compared isomer or geometry (same formula, charge and spin): 0.0 kcal/mol.

Geometry (Å):
K  -1.0373  0.2020  -0.1970
C  -4.5280  0.1624  6.9326
C  -4.0949  -1.1148  6.6037
C  -3.3878  -1.3325  5.4288
C  -3.1042  -0.2844  4.5549
C  -3.5467  0.9942  4.8976
C  -4.2488  1.2176  6.0733
C  -2.3482  -0.5095  3.2888
C  -2.9721  -1.2994  2.3006
C  -4.3141  -1.8598  2.4199
C  -4.5597  -2.5144  1.2617
C  -3.3663  -2.3534  0.4335
C  -3.2170  -2.8880  -0.8671
C  -4.3263  -3.7397  -1.3809
C  -4.6977  -4.9237  -0.7425
C  -5.7306  -5.7108  -1.2320
C  -6.4151  -5.3330  -2.3795
C  -6.0556  -4.1588  -3.0287
C  -5.0252  -3.3731  -2.5330
C  -2.1202  -2.7041  -1.7373
N  -1.0919  -1.8564  -1.5387
C  -0.2527  -1.9692  -2.5882
C  0.9267  -1.2119  -2.7668
C  1.5613  -1.2421  -4.1088
C  2.9121  -1.5652  -4.2615
C  3.5122  -1.5816  -5.5115
C  2.7728  -1.2752  -6.6463
C  1.4288  -0.9538  -6.5131
C  0.8329  -0.9365  -5.2607
C  1.5356  -0.3908  -1.7876
C  2.5449  0.6231  -2.0764
C  2.8117  1.2377  -0.9045
C  1.9570  0.6126  0.0996
N  1.2407  -0.3847  -0.4709
C  1.8109  1.1248  1.4081
C  0.7833  0.8417  2.3375
C  0.7117  1.3775  3.6930
C  -0.4486  0.9215  4.2237
C  -1.0898  0.1201  3.1849
N  -0.3025  0.0790  2.0946
C  2.7611  2.2190  1.7669
C  2.3093  3.5394  1.8034
C  3.1871  4.5812  2.0671
C  4.5290  4.3202  2.3160
C  4.9885  3.0099  2.2803
C  4.1134  1.9705  1.9950
C  -0.7570  -2.9789  -3.5138
C  -1.9165  -3.4359  -2.9856
N  -2.4520  -1.6093  1.0907
H  -5.0775  0.3345  7.8504
H  -4.3037  -1.9453  7.2682
H  -3.0466  -2.3283  5.1732
H  -3.3311  1.8139  4.2232
H  -4.5845  2.2188  6.3164
H  -4.9773  -1.7495  3.2642
H  -5.4678  -3.0271  0.9848
H  -4.1573  -5.2235  0.1470
H  -5.9977  -6.6280  -0.7198
H  -7.2210  -5.9469  -2.7639
H  -6.5853  -3.8504  -3.9225
H  -4.7481  -2.4530  -3.0327
H  3.4877  -1.8120  -3.3776
H  4.5631  -1.8312  -5.6006
H  3.2421  -1.2771  -7.6227
H  0.8435  -0.6982  -7.3886
H  -0.2089  -0.6597  -5.1571
H  2.9147  0.8933  -3.0537
H  3.4676  2.0766  -0.7384
H  1.4493  2.0034  4.1719
H  -0.8323  1.1078  5.2154
H  1.2751  3.7484  1.5564
H  2.8205  5.6002  2.0497
H  5.2170  5.1333  2.5183
H  6.0350  2.7998  2.4717
H  4.4710  0.9479  1.9487
H  -0.2729  -3.3194  -4.4166
H  -2.5514  -4.2153  -3.3791
Cl  -2.3577  1.1301  -2.7605
C  -2.7656  2.4458  -1.6378
Cl  -3.5756  1.8007  -0.1909
H  -3.4492  3.1231  -2.1351
H  -1.8300  2.9229  -1.3311
C  8.4858  2.0774  0.7584
C  7.6110  2.7557  -0.2617
C  6.8801  1.9996  -1.1704
C  6.0408  2.6085  -2.0905
C  5.9372  3.9890  -2.0973
C  6.6554  4.7671  -1.1989
C  7.4893  4.1439  -0.2877
S  4.9210  4.7710  -3.3097
O  4.2458  3.7370  -4.0457
O  5.7100  5.7257  -4.0509
N  3.9376  5.6660  -2.3521
C  2.9701  5.0152  -1.4332
C  1.7496  4.3641  -2.0618
C  0.6280  4.2239  -1.0057
O  0.4515  5.2253  -0.2809
O  -0.0108  3.1432  -0.9758
H  7.8739  1.6324  1.5456
H  9.1715  2.7847  1.2251
H  9.0698  1.2756  0.3049
H  6.9472  0.9183  -1.1446
H  5.4540  2.0297  -2.7883
H  6.5457  5.8432  -1.2192
H  8.0474  4.7404  0.4250
H  3.4901  6.3565  -2.9483
H  2.6210  5.8061  -0.7706
H  3.5289  4.3114  -0.8138
H  1.9683  3.4038  -2.5214
H  1.3555  5.0345  -2.8352